No. 1
Density functional theory data (ωB97M-V/def2-TZVPD) for a structure of composition C46H67IN5O2P2STl at a distorted geometry.

The geometry in ORCA input format:
```
! wB97M-V def2-TZVPD RIJCOSX def2/J DEFGRID3
* xyz 0 1
Tl -0.188 0.177 -0.796
C 2.363 4.348 1.506
C 2.150 3.096 0.663
C 1.146 3.420 -0.445
P 1.555 1.493 1.469
C 3.028 0.887 2.504
C 2.515 0.044 3.670
C 4.055 1.891 3.018
C 0.288 1.995 2.682
C 0.612 2.883 3.707
C -0.307 3.307 4.649
C 0.052 4.280 5.737
C -1.601 2.798 4.560
C -1.948 1.905 3.577
C -1.027 1.459 2.598
N -1.347 0.464 1.729
C -2.636 0.181 1.373
C -3.674 1.103 1.164
C -4.896 0.678 0.683
C -5.148 -0.655 0.380
C -6.486 -1.098 -0.139
C -4.130 -1.584 0.593
C -2.908 -1.190 1.111
P -1.441 -2.160 1.607
C -1.814 -2.441 3.448
C -0.893 -1.630 4.355
C -3.274 -2.208 3.818
C -1.649 -3.971 1.074
C -1.491 -4.107 -0.439
C -2.821 -4.826 1.552
H 2.787 5.128 0.872
H 3.045 4.195 2.336
H 1.416 4.714 1.895
H 3.108 2.807 0.209
H 0.135 3.470 -0.042
H 1.154 2.654 -1.216
H 1.372 4.378 -0.916
H 3.559 0.226 1.803
H 2.102 0.683 4.449
H 3.334 -0.538 4.095
H 1.731 -0.645 3.361
H 3.627 2.557 3.763
H 4.481 2.477 2.208
H 4.864 1.338 3.498
H 1.625 3.251 3.774
H 1.123 4.278 5.927
H -0.469 4.021 6.658
H -0.241 5.296 5.464
H -2.340 3.098 5.294
H -2.947 1.489 3.571
H -3.511 2.152 1.378
H -5.686 1.403 0.534
H -7.217 -0.298 -0.051
H -6.853 -1.956 0.425
H -6.432 -1.388 -1.191
H -4.323 -2.626 0.374
H -1.571 -3.499 3.602
H -1.026 -0.561 4.203
H 0.149 -1.880 4.164
H -1.107 -1.863 5.400
H -3.520 -1.150 3.757
H -3.460 -2.544 4.839
H -3.948 -2.746 3.155
H -0.741 -4.393 1.533
H -2.434 -3.887 -0.940
H -1.210 -5.129 -0.701
H -0.717 -3.436 -0.810
H -3.755 -4.522 1.085
H -2.947 -4.792 2.631
H -2.636 -5.864 1.269
O 1.763 -2.032 1.108
H 1.875 -1.072 1.111
H 0.838 -2.185 1.390
O -2.287 -1.194 -2.183
H -1.802 -2.020 -2.287
H -2.891 -1.306 -1.433
I 3.821 -2.559 -5.413
C 2.655 -2.452 -3.685
C 3.065 -2.744 -2.402
N 2.007 -2.520 -1.613
N 0.949 -2.093 -2.301
C 1.321 -2.050 -3.570
H 4.003 -3.101 -2.022
H 1.965 -2.522 -0.582
H 0.642 -1.733 -4.338
C -1.585 1.351 -4.185
C -2.403 2.057 -3.101
C -3.863 1.576 -3.124
C -1.684 2.012 -1.811
C -2.423 3.589 -3.265
C -2.147 4.177 -4.495
C -2.301 5.541 -4.680
C -2.682 6.352 -3.623
C -2.915 5.783 -2.384
C -2.811 4.413 -2.209
H -1.477 0.310 -3.887
H -0.594 1.795 -4.261
H -2.082 1.382 -5.154
H -3.887 0.491 -3.040
H -4.352 1.877 -4.052
H -4.421 2.004 -2.293
H -2.415 1.979 -0.984
H -1.851 3.564 -5.333
H -2.131 5.964 -5.661
H -2.803 7.416 -3.773
H -3.194 6.403 -1.544
H -3.052 3.992 -1.245
N 2.738 1.835 -4.643
C 3.142 2.004 -3.369
S 2.895 0.821 -2.226
N 3.769 3.148 -3.003
C 4.252 4.210 -3.785
C 3.550 4.740 -4.864
C 4.098 5.781 -5.598
C 5.326 6.320 -5.257
C 6.005 5.822 -4.156
C 5.475 4.777 -3.424
H 2.394 0.921 -4.886
H 3.130 2.399 -5.382
H 4.097 3.123 -2.047
H 2.556 4.386 -5.099
H 3.551 6.176 -6.441
H 5.742 7.139 -5.824
H 6.955 6.245 -3.864
H 6.003 4.392 -2.563
*
```

Calculated values
- LUMO energy (spin up / spin down) (Eh) = -0.023 / -0.022
- ΔE to the lowest compared entry with this formula, charge and spin (kJ/mol) = 0.0
- HOMO-LUMO gap (spin up / spin down) (eV) = 5.4 / 5.4
- DFT total energy (Ha) = -3768.269065

These are the Mulliken partial charges, in e, on atoms 1 to 99: 1.930 -1.937 0.935 -1.193 0.216 0.713 -1.292 -1.642 -0.440 -0.041 0.440 -1.762 -1.116 0.188 -1.256 1.150 -0.265 -0.135 -1.186 0.920 -1.702 -0.440 -0.308 1.378 0.136 -1.408 -1.690 0.434 -1.206 -1.572 0.546 0.335 0.366 0.328 0.213 -0.324 0.736 0.580 0.285 0.551 -0.052 0.239 0.322 0.506 0.138 0.385 0.397 0.297 0.389 0.392 0.623 0.323 0.417 0.359 0.282 0.220 0.902 0.107 0.294 0.580 0.175 0.506 0.334 0.438 0.196 0.497 0.109 0.205 0.345 0.490 -1.006 -0.066 -0.170 -0.627 0.153 0.184 0.073 -0.748 -0.310 0.282 -0.171 -0.421 0.489 0.229 0.595 -2.157 3.784 -1.725 -1.413 -0.207 -0.429 -0.898 -0.448 -1.120 -0.146 0.241 0.420 0.519 0.302


No. 2
Density functional theory data (ωB97M-V/def2-TZVPD) for a structure of composition C46H68AsGeIrN6Si5.

The geometry in ORCA input format:
```
! wB97M-V def2-TZVPD RIJCOSX def2/J DEFGRID3
* xyz 2 5
Ir -0.289 2.513 -0.411
C 1.677 3.147 3.402
C 1.487 3.081 2.046
N 0.407 2.477 1.513
C -0.474 1.902 2.395
C -0.245 2.014 3.767
N 0.806 2.618 4.279
C -1.642 1.282 1.805
C -2.614 0.509 2.413
C -3.658 -0.038 1.662
C -3.743 0.304 0.295
C -2.780 1.086 -0.283
N -1.724 1.509 0.467
C -2.714 1.584 -1.656
C -3.764 1.513 -2.567
N -3.699 2.034 -3.780
C -2.558 2.642 -4.111
C -1.500 2.756 -3.231
N -1.569 2.240 -1.995
C -4.637 -0.974 2.276
C -4.663 -1.215 3.647
C -5.565 -2.133 4.162
N -6.427 -2.821 3.417
C -6.412 -2.584 2.108
C -5.548 -1.684 1.499
H 2.541 3.655 3.809
H 2.183 3.526 1.352
H -0.968 1.612 4.467
H -2.538 0.314 3.473
H -4.573 -0.039 -0.304
H -4.694 1.032 -2.286
H -2.490 3.064 -5.105
H -0.595 3.288 -3.493
H -4.021 -0.689 4.341
H -5.596 -2.324 5.230
H -7.122 -3.143 1.509
H -5.604 -1.571 0.426
C -1.986 5.479 -1.045
Si -0.251 4.926 -0.652
C 0.380 5.849 0.836
C 0.934 5.143 -2.084
C 0.997 6.373 -2.747
C 1.905 6.580 -3.776
C 2.760 5.558 -4.163
C 2.702 4.327 -3.524
C 1.799 4.104 -2.480
Si 1.756 2.395 -1.692
C 1.692 1.110 -3.049
C 3.317 2.039 -0.711
H -2.023 6.573 -1.057
H -2.696 5.135 -0.288
H -2.319 5.121 -2.022
H 0.147 6.909 0.692
H 1.463 5.762 0.934
H -0.088 5.535 1.773
H 0.333 7.183 -2.462
H 1.944 7.539 -4.278
H 3.468 5.716 -4.966
H 3.370 3.534 -3.849
H 2.680 1.022 -3.512
H 0.977 1.377 -3.831
H 1.407 0.135 -2.651
H 4.128 1.837 -1.418
H 3.188 1.153 -0.080
H 3.634 2.872 -0.080
C 1.344 -3.915 0.431
Si 2.943 -3.005 0.619
C 4.258 -3.971 1.488
C 3.465 -2.189 -0.961
Ge 2.448 -0.928 2.114
Si 4.632 -0.358 3.078
C 4.837 -1.573 4.476
C 5.895 -0.555 1.719
C 4.633 1.383 3.717
Si 0.934 -2.259 3.570
C 1.657 -3.880 4.121
C -0.722 -2.466 2.727
C 0.843 -1.081 5.026
H 1.491 -4.698 -0.321
H 0.552 -3.246 0.088
H 1.027 -4.398 1.353
H 4.331 -4.944 0.989
H 4.017 -4.150 2.537
H 5.231 -3.483 1.432
H 4.016 -2.938 -1.543
H 4.116 -1.324 -0.825
H 2.585 -1.879 -1.528
H 4.975 -2.597 4.124
H 3.979 -1.550 5.153
H 5.723 -1.293 5.055
H 5.651 -1.348 1.012
H 6.872 -0.789 2.151
H 5.989 0.379 1.159
H 3.914 1.516 4.529
H 4.407 2.098 2.924
H 5.628 1.614 4.107
H 1.789 -4.598 3.313
H 0.955 -4.314 4.840
H 2.615 -3.747 4.628
H -0.868 -3.493 2.390
H -0.838 -1.806 1.864
H -1.522 -2.236 3.437
H 1.673 -0.373 5.089
H 0.845 -1.673 5.946
H -0.081 -0.504 4.986
C 0.086 -2.943 -3.396
As -0.960 -1.511 -2.569
C -1.611 -0.800 -4.269
C -2.564 -2.539 -2.005
C -3.155 -3.454 -3.036
C -4.114 -2.993 -3.935
C -4.646 -3.834 -4.903
C -4.226 -5.154 -4.985
C -3.276 -5.628 -4.092
C -2.746 -4.783 -3.126
H -0.515 -3.462 -4.142
H 0.430 -3.666 -2.659
H 0.954 -2.498 -3.886
H -1.883 -1.619 -4.934
H -0.819 -0.211 -4.735
H -2.484 -0.169 -4.127
H -3.288 -1.785 -1.689
H -2.262 -3.093 -1.114
H -4.456 -1.965 -3.873
H -5.391 -3.458 -5.593
H -4.646 -5.814 -5.734
H -2.950 -6.659 -4.144
H -2.011 -5.162 -2.423
*
```

Calculated values
- LUMO energy (spin up / spin down) (Eh) = -0.211 / -0.288
- ΔE to the lowest compared entry with this formula, charge and spin (kJ/mol) = 0.0
- HOMO-LUMO gap (spin up / spin down) (eV) = 5.1 / 4.4
- DFT total energy (Ha) = -7986.257295

These are the Mulliken partial charges, in e, on atoms 1 to 99: -0.336 -1.501 -0.289 0.955 0.499 -0.509 -0.606 -0.636 -0.201 0.717 -0.787 -0.109 0.136 -0.132 -0.088 -0.604 -0.871 -0.582 1.177 0.748 -0.356 -0.530 -0.574 -0.463 -0.603 0.577 0.704 0.675 0.308 0.589 0.540 0.459 0.411 0.418 0.385 0.399 0.344 -1.294 0.546 -1.310 0.802 -0.804 -0.808 -0.824 -0.555 0.425 0.196 -0.231 -1.114 0.539 0.379 0.336 0.504 0.337 0.356 0.426 0.435 0.442 0.380 0.660 0.375 -0.778 0.591 -0.024 0.512 -0.456 -0.317 -0.847 -0.633 0.407 0.184 -0.906 -0.932 -0.977 0.333 -1.078 -0.561 -1.103 0.505 -0.150 0.246 0.451 0.249 0.311 0.520 0.301 -0.057 0.304 0.237 0.460 0.133 0.418 0.313 0.315 0.173 0.495 0.322 0.458 0.285


No. 3
Density functional theory data (ωB97M-V/def2-TZVPD) for the ion C46H72N17O7 with charge +1 at a distorted geometry.

The geometry in ORCA input format:
```
! wB97M-V def2-TZVPD RIJCOSX def2/J DEFGRID3
* xyz 1 1
C 5.799 1.919 1.293
C 6.272 1.460 0.293
C 6.772 0.869 -0.941
H 6.700 1.608 -1.747
O 6.009 -0.248 -1.374
C 6.387 -1.504 -0.852
H 5.762 -2.219 -1.391
C 6.182 -1.674 0.656
H 6.736 -0.907 1.217
H 6.577 -2.658 0.933
O 4.803 -1.576 0.959
C 4.449 -1.908 2.290
H 3.461 -1.461 2.435
C 4.381 -3.423 2.536
H 5.297 -3.902 2.178
H 4.295 -3.600 3.617
O 3.337 -4.062 1.844
C 2.068 -3.975 2.464
C 1.132 -4.966 1.769
N 0.868 -4.580 0.410
C -0.357 -4.347 -0.086
N -0.434 -4.060 -1.391
C -1.674 -3.865 -1.844
N -2.783 -3.967 -1.109
C -2.586 -4.243 0.174
N -3.686 -4.432 0.953
C -3.563 -4.230 2.377
C -4.056 -2.797 2.713
N -4.040 -2.009 1.498
C -2.989 -1.337 0.978
O -3.009 -0.921 -0.170
C -1.841 -0.981 1.920
N -0.561 -0.971 1.244
C -0.224 -1.096 -0.053
C 1.140 -0.883 -0.076
N 1.539 -0.661 1.194
N 0.519 -0.717 1.967
C 2.113 -0.867 -1.201
N 3.294 -0.076 -0.802
H 4.087 -0.276 -1.434
H 3.145 1.007 -0.757
H 1.658 -0.420 -2.093
C 2.603 -2.287 -1.535
O 3.555 -2.252 -2.569
H 3.120 -2.014 -3.396
H 1.744 -2.922 -1.783
H 3.118 -2.700 -0.662
H -0.923 -1.318 -0.825
H -1.738 -1.696 2.740
C -2.085 0.439 2.482
C -3.191 0.498 3.529
C -3.311 1.874 4.189
H -4.022 1.785 5.012
C -3.792 2.997 3.250
N -2.757 3.791 2.605
H -2.154 4.208 3.307
H -2.169 3.214 2.010
H -4.406 3.698 3.823
H -4.421 2.566 2.467
H -2.347 2.155 4.619
H -4.151 0.235 3.078
H -2.978 -0.229 4.318
H -2.310 1.090 1.637
H -1.145 0.772 2.927
C -5.074 -2.463 0.579
C -4.966 -4.003 0.440
H -5.741 -4.507 1.019
H -5.039 -4.304 -0.603
H -4.901 -1.973 -0.378
H -6.052 -2.167 0.967
H -5.094 -2.823 3.057
H -3.459 -2.345 3.500
H -2.512 -4.365 2.633
H -4.164 -4.977 2.902
N -1.394 -4.398 0.750
N -1.841 -3.574 -3.154
C -0.712 -3.317 -4.019
H 0.180 -3.285 -3.393
H -0.604 -4.132 -4.744
C -0.935 -1.987 -4.753
N -1.632 -1.062 -3.877
C -0.931 -0.063 -3.317
O 0.271 0.066 -3.519
C -1.690 0.952 -2.466
N -0.796 1.568 -1.523
C 0.400 2.161 -1.703
C 0.790 2.533 -0.431
N -0.193 2.173 0.418
N -1.130 1.605 -0.246
C 2.058 3.165 0.039
N 3.163 2.581 -0.739
H 3.132 2.946 -1.687
H 4.055 2.846 -0.330
H 2.200 2.872 1.085
C 1.998 4.708 -0.042
C 3.309 5.319 0.450
H 4.159 4.995 -0.149
H 3.487 5.046 1.488
H 3.262 6.401 0.385
H 1.847 4.983 -1.094
C 0.805 5.226 0.769
C 0.593 6.731 0.646
H 0.640 7.040 -0.395
H -0.388 6.993 1.034
H 1.340 7.289 1.205
H -0.098 4.722 0.423
H 0.946 4.961 1.818
H 0.858 2.252 -2.663
H -2.447 0.480 -1.835
C -2.360 2.038 -3.347
C -2.703 3.181 -2.430
C -3.613 2.980 -1.398
C -3.728 3.897 -0.377
C -2.930 5.039 -0.361
C -2.107 5.301 -1.452
C -1.984 4.368 -2.463
H -1.297 4.555 -3.276
H -1.536 6.215 -1.468
O -2.922 5.882 0.695
H -3.223 5.387 1.483
H -4.413 3.722 0.439
H -4.210 2.081 -1.376
H -3.245 1.613 -3.821
H -1.667 2.365 -4.125
C -2.989 -1.468 -3.552
H -3.233 -1.154 -2.537
H -3.702 -1.015 -4.249
C -3.082 -3.008 -3.618
H -3.884 -3.360 -2.971
H -3.262 -3.354 -4.638
H 0.016 -1.538 -5.039
H -1.542 -2.131 -5.650
H 3.604 -0.421 0.124
H 1.636 -4.600 -0.239
H 0.175 -5.004 2.290
H 1.600 -5.955 1.787
H 1.665 -2.957 2.394
H 2.153 -4.243 3.527
H 5.160 -1.458 2.995
H 7.443 -1.703 -1.077
H 7.828 0.593 -0.814
H 5.431 2.331 2.186
*
```

Calculated values
- LUMO energy (Eh) = -0.055
- ΔE to the lowest compared entry with this formula, charge and spin (kJ/mol) = 1.0
- HOMO-LUMO gap (eV) = 8.5
- DFT total energy (Ha) = -3253.423712

These are the Mulliken partial charges, in e, on atoms 1 to 99: 0.230 -0.262 -0.981 0.331 -0.372 -0.921 0.244 -0.625 0.398 0.448 -0.100 -0.683 0.276 -0.665 0.345 0.417 -0.362 -0.129 -1.050 -0.121 0.261 -0.341 0.161 -0.048 0.116 -0.085 -0.897 -0.534 0.210 -1.372 -0.261 0.632 2.248 -0.622 -0.236 0.509 -2.163 -0.219 0.661 0.803 0.035 0.166 -0.325 -0.525 0.492 -0.017 -0.386 0.539 1.434 -0.367 -0.681 -1.228 0.463 -0.613 -0.154 0.262 -0.020 0.524 0.149 0.474 0.309 0.353 -0.521 0.935 -0.360 -0.897 0.268 0.516 -0.076 0.605 0.551 0.231 0.208 0.422 -0.152 0.076 -0.392 0.038 0.347 -0.950 0.258 -0.251 -0.752 0.642 0.978 -1.169 0.285 -0.449 0.882 -1.561 -0.376 0.317 0.055 0.398 0.633 -1.912 0.402 0.371 0.469